Record 1
This record from the OMol25 dataset describes 7 unconnected molecules or ions with the total composition C24H66N4O11. The level of theory is wB97M-V/def2-TZVPD.

- calculated total energy (eV) = -54435.826
- structure (SMILES) = COCCNCCOC.COCCNCCOC.COCCNCCOC.COCCNCCOC.O.O.O
- highest occupied orbital energy (eV) = -8.1

Each line ends with the Löwdin charge.
Atoms and positions in Å:
1 C -4.629 0.247 -4.016  -0.09
2 O -4.490 -0.310 -2.703  -0.19
3 C -4.018 0.662 -1.782  -0.23
4 C -3.820 -0.008 -0.443  -0.18
5 N -2.930 0.798 0.396  -0.08
6 C -3.431 2.104 0.817  -0.18
7 C -4.676 2.024 1.719  -0.23
8 O -4.493 1.088 2.751  -0.19
9 C -5.358 1.267 3.837  -0.12
10 H -5.443 0.973 -3.961  0.09
11 H -4.887 -0.614 -4.630  0.09
12 H -3.698 0.700 -4.369  0.08
13 H -4.643 1.559 -1.691  0.12
14 H -3.070 1.037 -2.189  0.12
15 H -3.286 -0.940 -0.636  0.10
16 H -4.750 -0.308 0.049  0.12
17 H -2.641 0.309 1.236  0.12
18 H -3.684 2.662 -0.081  0.11
19 H -2.632 2.592 1.374  0.13
20 H -5.501 1.670 1.079  0.12
21 H -5.012 2.997 2.093  0.12
22 H -5.262 0.413 4.506  0.09
23 H -6.417 1.289 3.542  0.09
24 H -5.141 2.198 4.372  0.09
25 C 3.764 -5.906 6.594  -0.11
26 O 3.993 -4.590 7.043  -0.19
27 C 5.158 -4.016 6.507  -0.24
28 C 4.999 -3.492 5.074  -0.22
29 N 3.859 -2.589 5.014  -0.05
30 C 3.826 -1.846 3.765  -0.22
31 C 2.826 -0.705 3.730  -0.23
32 O 2.715 -0.259 2.396  -0.21
33 C 1.758 0.751 2.151  -0.10
34 H 2.779 -6.241 6.920  0.09
35 H 4.461 -6.622 7.043  0.09
36 H 3.808 -5.919 5.501  0.08
37 H 5.981 -4.747 6.573  0.12
38 H 5.536 -3.255 7.192  0.12
39 H 4.920 -4.322 4.359  0.11
40 H 5.944 -2.996 4.838  0.12
41 H 3.050 -3.203 5.060  0.11
42 H 3.690 -2.467 2.869  0.12
43 H 4.804 -1.364 3.675  0.12
44 H 3.206 0.124 4.339  0.13
45 H 1.832 -0.984 4.104  0.12
46 H 1.320 1.198 3.049  0.09
47 H 0.947 0.301 1.578  0.06
48 H 2.229 1.560 1.597  0.08
49 C -1.403 7.196 -4.198  -0.12
50 O -0.569 6.193 -3.686  -0.20
51 C 0.750 6.235 -4.200  -0.22
52 C 1.434 4.949 -3.781  -0.21
53 N 1.452 4.714 -2.335  -0.04
54 C 2.041 3.442 -2.020  -0.24
55 C 3.532 3.323 -2.244  -0.24
56 O 3.890 3.078 -3.580  -0.19
57 C 5.242 3.251 -3.864  -0.13
58 H -1.564 6.998 -5.264  0.09
59 H -1.028 8.217 -4.065  0.09
60 H -2.368 7.183 -3.691  0.09
61 H 1.255 7.150 -3.883  0.13
62 H 0.719 6.197 -5.296  0.12
63 H 2.461 4.940 -4.159  0.11
64 H 0.918 4.099 -4.265  0.13
65 H 0.451 4.750 -2.117  0.07
66 H 1.519 2.532 -2.367  0.11
67 H 1.896 3.286 -0.942  0.12
68 H 3.949 2.589 -1.539  0.12
69 H 4.000 4.246 -1.866  0.12
70 H 5.367 3.390 -4.934  0.09
71 H 5.882 2.453 -3.466  0.09
72 H 5.686 4.143 -3.394  0.09
73 C -3.508 -5.035 -1.861  -0.11
74 O -2.910 -5.914 -0.919  -0.20
75 C -2.983 -5.369 0.411  -0.21
76 C -2.449 -3.959 0.609  -0.24
77 N -1.042 -3.882 0.259  -0.04
78 C -0.556 -2.511 0.071  -0.19
79 C 0.907 -2.558 -0.290  -0.20
80 O 1.043 -2.710 -1.710  -0.23
81 C 2.397 -2.897 -2.099  -0.10
82 H -4.529 -4.779 -1.552  0.09
83 H -3.553 -5.548 -2.820  0.09
84 H -2.937 -4.107 -1.954  0.08
85 H -2.296 -6.010 0.970  0.12
86 H -4.010 -5.502 0.756  0.12
87 H -2.671 -3.739 1.658  0.12
88 H -3.048 -3.262 0.003  0.09
89 H -0.949 -4.438 -0.587  0.11
90 H -0.595 -1.999 1.034  0.12
91 H -1.089 -1.969 -0.714  0.11
92 H 1.406 -3.426 0.149  0.13
93 H 1.370 -1.610 0.005  0.12
94 H 3.135 -2.279 -1.578  0.09
95 H 2.472 -2.655 -3.158  0.09
96 H 2.644 -3.941 -1.884  0.09
97 O -0.341 1.500 -0.702  -0.10
98 H -0.049 0.926 -1.444  0.01
99 H -1.138 1.052 -0.329  0.02
100 O 0.039 -0.345 -2.705  -0.04
101 H 0.785 -0.956 -2.828  0.05
102 H -0.508 -0.456 -3.491  0.06
103 O -1.323 4.008 -1.257  -0.09
104 H -0.950 3.114 -1.031  0.00
105 H -1.771 3.886 -2.101  0.03

***

Record 2
This record from the OMol25 dataset describes a molecular structure, C24H42O21. The level of theory is wB97M-V/def2-TZVPD.

- calculated total energy (eV) = -68539.048
- highest occupied orbital energy (eV) = -7.5

Each line ends with the Löwdin charge.
Atoms and positions in Å:
1 C 4.105 2.740 -1.706  -0.04
2 C 3.231 2.118 -0.615  -0.12
3 O 1.949 2.160 -1.176  -0.10
4 C 1.992 2.535 -2.467  -0.56
5 O 1.007 2.546 -3.197  0.13
6 O 3.172 3.006 -2.779  0.11
7 H 4.810 2.010 -2.104  0.10
8 H 4.539 3.689 -1.390  0.14
9 H 3.281 2.767 0.259  0.15
10 H 3.678 1.141 -0.428  0.13
11 C 1.305 1.591 2.172  -0.13
12 C 0.475 0.852 3.189  -0.14
13 O 0.748 1.512 4.369  0.02
14 C 1.359 2.737 4.149  -0.43
15 O 1.601 3.594 5.021  0.10
16 O 1.632 2.817 2.807  0.07
17 H 0.704 1.888 1.312  0.11
18 H 2.187 1.028 1.867  0.15
19 H 0.796 -0.183 3.314  0.17
20 H -0.591 0.965 2.995  0.14
21 C -0.426 -0.853 -2.289  0.00
22 C 0.508 -0.835 -1.008  -0.16
23 C 0.925 0.576 -0.657  -0.11
24 O 0.458 0.683 0.669  0.00
25 C -0.198 -0.395 1.048  -0.55
26 O -0.682 -0.441 2.128  0.00
27 O -0.174 -1.269 0.166  0.21
28 H -0.093 -0.149 -3.051  0.08
29 H -1.421 -0.566 -1.950  0.09
30 H -0.335 -1.858 -2.702  -0.02
31 H 1.486 -1.290 -1.165  0.15
32 H 0.461 1.381 -1.227  0.15
33 H 1.999 0.723 -0.769  0.08
34 C 5.752 -0.207 -2.203  -0.04
35 O 4.854 -0.212 -3.213  0.08
36 C 3.621 -0.084 -3.094  -0.60
37 O 3.046 0.303 -2.126  0.08
38 O 3.062 -0.502 -4.229  0.06
39 C 1.732 -0.149 -4.477  -0.02
40 H 6.372 -1.082 -2.398  0.11
41 H 5.242 -0.307 -1.244  0.11
42 H 6.432 0.645 -2.237  0.11
43 H 1.144 -0.965 -4.057  0.07
44 H 1.651 -0.231 -5.561  0.12
45 H 1.324 0.745 -4.006  0.07
46 C -2.261 2.837 -0.402  -0.04
47 O -2.565 1.554 -0.872  0.01
48 C -2.766 0.557 -0.020  -0.53
49 O -3.155 0.562 1.138  0.13
50 O -2.674 -0.526 -0.801  -0.01
51 C -2.966 -1.778 -0.258  -0.09
52 H -3.215 3.360 -0.330  0.10
53 H -1.768 3.359 -1.222  0.09
54 H -1.541 2.939 0.409  0.10
55 H -3.852 -2.162 -0.765  -0.04
56 H -3.040 -1.795 0.829  0.13
57 H -2.163 -2.472 -0.506  0.12
58 C 0.282 -3.682 -2.726  0.00
59 C -0.951 -3.065 -3.538  -0.25
60 O -1.905 -2.721 -2.634  -0.02
61 C -2.894 -3.629 -2.282  -0.36
62 O -3.109 -4.670 -2.910  0.14
63 O -3.632 -3.125 -1.220  -0.16
64 C -4.642 -3.830 -0.670  -0.01
65 H 0.004 -4.615 -2.236  0.08
66 H 0.617 -3.025 -1.924  0.06
67 H 1.030 -4.000 -3.452  0.09
68 H -1.277 -3.729 -4.339  0.14
69 H -0.564 -2.149 -3.985  0.10
70 H -4.264 -4.295 0.241  0.13
71 H -4.974 -4.583 -1.384  0.11
72 H -5.430 -3.081 -0.590  0.13
73 C -1.616 3.277 6.047  -0.04
74 C -1.493 1.831 5.508  -0.24
75 O -2.236 1.621 4.358  0.03
76 C -2.496 0.397 3.809  -0.50
77 O -3.378 0.119 3.048  0.12
78 O -1.436 -0.409 4.144  -0.05
79 C -1.255 -1.661 3.460  -0.09
80 H -1.305 3.351 7.089  0.07
81 H -2.678 3.445 6.223  0.07
82 H -1.143 4.060 5.455  0.07
83 H -1.906 1.166 6.266  0.13
84 H -0.475 1.508 5.288  0.07
85 H -0.994 -1.486 2.417  -0.05
86 H -2.141 -2.290 3.550  0.09
87 H -0.492 -2.333 3.853  0.09

***

Record 3
This record from the OMol25 dataset describes a single C4H6S2 molecule. The level of theory is wB97M-V/def2-TZVPD.

- calculated total energy (eV) = -25913.978
- structure (SMILES) = C=C(C=S)SC
- highest occupied orbital energy (eV) = -8.9

Each line ends with the Löwdin charge.
Atoms and positions in Å:
1 C 1.043 -0.123 1.557  -0.01
2 C 0.126 -0.157 0.576  -0.69
3 C 0.601 -0.399 -0.826  -0.69
4 S 2.092 -0.003 -1.356  0.68
5 S -1.681 -0.321 0.862  0.81
6 C -2.165 1.058 -0.205  -0.41
7 H 2.138 -0.115 1.241  0.06
8 H 0.698 -0.034 2.591  0.07
9 H -0.242 -0.927 -1.413  0.08
10 H -1.742 1.947 0.327  0.06
11 H -3.234 1.122 -0.245  0.02
12 H -1.831 0.919 -1.206  0.02